Entry 1:
216
Properties=species:S:1:pos:R:3 method="wB97M-V/def2-TZVPD" total_charge=-1 lumo_energy_ev=1.971 multiplicity=1
C -2.66 -3.05 0.09
F -2.89 -2.64 -1.14
F -3.79 -3.07 0.80
F -2.15 -4.34 0.01
S -1.33 -2.09 0.90
O -2.10 -1.07 1.55
O -0.56 -3.02 1.68
N -0.57 -1.51 -0.29
S 0.65 -2.15 -1.13
O 1.91 -2.00 -0.44
O 0.38 -3.31 -1.90
C 0.78 -0.79 -2.27
F -0.33 -0.53 -2.95
F 1.23 0.35 -1.68
F 1.67 -1.12 -3.21
C -0.04 6.05 0.55
C 0.08 5.37 -0.79
O 0.67 4.06 -0.76
O -0.97 5.54 1.50
H -0.28 7.12 0.41
H 1.05 5.93 0.82
H 0.79 6.01 -1.35
H -0.81 5.38 -1.42
H 0.65 3.79 -1.73
H -0.55 4.68 1.75
C -3.75 1.99 -0.32
C -2.83 1.53 -1.47
O -1.89 2.54 -1.83
O -4.93 1.21 -0.37
H -4.00 3.04 -0.52
H -3.37 1.94 0.77
H -3.47 1.42 -2.30
H -2.34 0.60 -1.25
H -1.24 2.61 -1.13
H -4.78 0.36 -0.03
C 4.26 1.01 6.38
C 4.92 -0.20 5.78
C 4.34 -0.69 4.47
O 2.92 -0.60 4.52
C 2.34 -1.30 3.41
N 6.35 -0.11 5.51
H 4.86 1.30 7.25
H 3.26 0.78 6.70
H 4.32 1.81 5.68
H 4.81 -1.00 6.46
H 4.71 -1.70 4.30
H 4.65 -0.06 3.58
H 2.81 -0.92 2.43
H 1.31 -1.02 3.27
H 2.33 -2.34 3.63
H 6.71 0.47 6.25
H 6.56 0.40 4.63
C 1.93 -7.33 2.93
C 1.20 -6.11 2.40
C 1.41 -6.03 0.93
O 2.75 -6.03 0.53
C 3.12 -4.77 0.07
N -0.27 -6.17 2.57
H 2.91 -7.27 2.56
H 1.45 -8.20 2.60
H 1.88 -7.49 4.01
H 1.57 -5.18 2.77
H 0.92 -5.10 0.63
H 0.90 -6.84 0.38
H 3.01 -3.96 0.81
H 2.46 -4.48 -0.77
H 4.14 -4.89 -0.41
H -0.69 -5.26 2.38
H -0.38 -6.26 3.57
C 4.69 0.31 -2.50
C 5.91 1.07 -2.86
C 7.21 0.28 -2.49
O 8.33 1.12 -2.87
C 9.52 0.65 -2.30
N 5.84 1.50 -4.23
H 3.78 0.87 -2.76
H 4.65 0.08 -1.44
H 4.78 -0.61 -3.01
H 5.89 1.93 -2.16
H 7.29 -0.65 -3.06
H 7.27 0.12 -1.41
H 10.12 -0.03 -2.92
H 9.44 0.12 -1.34
H 10.07 1.50 -2.05
H 6.80 1.66 -4.64
H 5.53 0.70 -4.83
C -3.02 -3.68 6.63
C -2.25 -3.17 5.45
C -0.79 -3.18 5.66
O -0.50 -2.19 6.72
C 0.73 -1.50 6.44
N -2.49 -3.93 4.27
H -2.54 -3.27 7.49
H -2.96 -4.77 6.61
H -4.04 -3.31 6.62
H -2.54 -2.12 5.37
H -0.31 -2.87 4.75
H -0.48 -4.23 5.86
H 0.74 -0.80 5.62
H 1.58 -2.16 6.29
H 0.93 -0.93 7.36
H -3.47 -4.20 4.27
H -2.25 -3.38 3.46
C -5.82 -5.71 -1.75
C -6.59 -4.40 -1.68
C -7.84 -4.39 -2.59
O -7.46 -4.52 -3.98
C -8.33 -3.81 -4.80
N -7.03 -4.01 -0.33
H -4.84 -5.57 -1.26
H -5.67 -6.05 -2.80
H -6.36 -6.47 -1.24
H -5.98 -3.65 -2.21
H -8.34 -3.40 -2.52
H -8.54 -5.18 -2.25
H -8.30 -2.69 -4.73
H -9.34 -4.11 -4.50
H -8.10 -4.03 -5.87
H -6.42 -4.36 0.37
H -7.12 -2.99 -0.21
C 3.28 2.44 0.83
O 3.08 1.85 2.10
C 2.75 2.72 3.13
C 1.63 3.72 2.85
N 0.36 3.21 2.35
C -0.12 2.06 3.22
C -0.38 2.43 4.70
O -1.72 2.84 4.93
C -2.01 4.02 4.24
H 2.45 2.96 0.38
H 3.55 1.62 0.09
H 4.17 3.05 0.97
H 3.59 3.36 3.35
H 2.61 2.11 4.01
H 2.04 4.32 2.08
H 1.38 4.28 3.75
H 0.49 2.79 1.40
H 0.61 1.26 3.33
H -0.98 1.53 2.84
H 0.32 3.23 5.02
H -0.22 1.58 5.37
H -2.85 4.47 4.75
H -2.21 3.87 3.19
H -1.21 4.77 4.31
C -9.79 -2.20 1.34
O -8.55 -1.53 1.24
C -8.04 -1.15 2.53
C -6.75 -0.24 2.32
N -6.09 0.01 3.62
C -4.71 0.41 3.54
C -4.16 0.50 4.97
O -4.99 1.42 5.64
C -4.70 1.68 7.01
H -10.57 -1.47 1.61
H -9.62 -3.00 2.07
H -9.99 -2.63 0.39
H -7.76 -2.05 3.12
H -8.77 -0.53 3.20
H -7.00 0.69 1.81
H -6.07 -0.79 1.70
H -6.52 0.76 4.11
H -4.54 1.29 2.84
H -4.12 -0.35 3.06
H -3.13 0.80 4.98
H -4.22 -0.45 5.50
H -5.64 1.98 7.46
H -3.89 2.39 7.27
H -4.40 0.72 7.53
C 1.64 -2.69 -7.91
O 2.54 -1.76 -7.37
C 2.29 -1.19 -6.11
C 3.46 -0.35 -5.66
N 4.00 0.51 -6.72
C 3.45 1.86 -6.70
C 3.83 2.40 -8.03
O 3.20 1.60 -9.04
C 3.99 1.46 -10.15
H 1.85 -2.69 -8.99
H 0.63 -2.33 -7.77
H 1.81 -3.69 -7.40
H 2.06 -1.96 -5.38
H 1.39 -0.56 -6.20
H 4.27 -1.07 -5.34
H 3.25 0.12 -4.67
H 3.77 0.08 -7.58
H 3.93 2.49 -5.99
H 2.35 1.88 -6.52
H 4.88 2.40 -8.11
H 3.48 3.35 -8.34
H 4.90 0.91 -9.97
H 4.29 2.56 -10.42
H 3.54 0.95 -10.99
C 4.34 5.53 -1.18
O 3.43 5.16 -2.19
C 3.39 3.80 -2.41
C 2.55 3.55 -3.67
N 1.16 4.03 -3.60
C 0.39 3.49 -4.68
C -1.05 4.05 -4.60
O -1.01 5.43 -4.56
C -2.31 5.98 -4.55
H 4.54 6.56 -1.30
H 5.28 5.01 -1.34
H 4.00 5.21 -0.20
H 3.06 3.24 -1.51
H 4.43 3.46 -2.50
H 2.45 2.48 -3.90
H 3.14 4.01 -4.53
H 1.20 5.01 -3.60
H 0.30 2.45 -4.37
H 0.80 3.76 -5.62
H -1.49 3.75 -3.63
H -1.54 3.65 -5.50
H -2.86 5.75 -5.49
H -2.18 7.08 -4.50
H -2.83 5.61 -3.70

***

Entry 2:
224
Properties=species:S:1:pos:R:3 method="wB97M-V/def2-TZVPD" total_charge=+4 lumo_energy_ev=-6.677 multiplicity=1
C -2.46 0.42 7.46
O -3.56 0.45 6.64
C -4.58 -0.52 6.93
C -5.70 -0.35 5.96
N -6.01 1.12 5.98
H -6.25 1.42 6.96
H -5.21 1.60 5.60
C -7.14 1.62 5.05
C -8.19 2.16 5.99
O -8.38 1.05 6.89
C -9.44 1.11 7.85
H -1.83 1.21 7.02
H -1.91 -0.54 7.39
H -2.74 0.56 8.53
H -4.92 -0.31 7.96
H -4.11 -1.51 6.86
H -6.60 -0.89 6.30
H -5.38 -0.58 4.94
H -7.59 0.73 4.59
H -6.74 2.35 4.31
H -9.15 2.53 5.54
H -7.75 2.98 6.57
H -10.40 0.78 7.42
H -9.56 2.07 8.34
H -9.21 0.35 8.62
C 7.92 -7.52 -3.48
O 7.13 -6.46 -4.13
C 7.85 -6.11 -5.24
C 6.89 -5.45 -6.20
N 6.08 -4.39 -5.50
H 5.43 -4.82 -4.83
H 6.79 -3.89 -4.91
C 5.51 -3.32 -6.51
C 4.55 -2.45 -5.65
O 5.30 -2.16 -4.52
C 4.96 -0.87 -3.99
H 9.00 -7.20 -3.49
H 7.85 -8.42 -4.05
H 7.55 -7.66 -2.47
H 8.40 -6.88 -5.82
H 8.60 -5.41 -4.91
H 6.20 -6.12 -6.71
H 7.34 -4.86 -7.01
H 5.10 -3.87 -7.36
H 6.37 -2.78 -6.84
H 3.70 -3.03 -5.30
H 4.16 -1.56 -6.19
H 5.23 -0.08 -4.75
H 5.56 -0.80 -3.07
H 3.89 -0.86 -3.76
C 2.43 3.89 0.54
O 1.38 4.05 -0.43
C 0.09 4.12 0.13
C -0.79 4.16 -1.11
N -0.48 2.92 -1.97
H 0.52 2.86 -2.33
H -0.61 2.13 -1.36
C -1.39 2.61 -3.05
C -1.64 3.76 -4.04
O -2.58 4.59 -3.40
C -2.82 5.71 -4.25
H 3.25 4.52 0.20
H 2.78 2.85 0.66
H 2.13 4.29 1.49
H -0.03 5.00 0.79
H -0.15 3.19 0.70
H -0.67 5.05 -1.73
H -1.86 4.13 -0.85
H -2.38 2.43 -2.58
H -1.07 1.70 -3.54
H -2.00 3.41 -5.03
H -0.69 4.26 -4.30
H -1.86 6.19 -4.50
H -3.50 6.39 -3.72
H -3.36 5.38 -5.11
C 1.74 -4.02 2.01
O 2.81 -3.49 2.77
C 3.00 -4.04 4.05
C 3.53 -5.43 3.99
N 4.96 -5.42 3.28
H 4.78 -5.02 2.33
H 5.65 -4.78 3.72
C 5.67 -6.73 3.33
C 6.89 -6.76 2.46
O 7.56 -5.58 2.85
C 8.68 -5.22 2.02
H 0.87 -4.39 2.55
H 2.13 -4.73 1.27
H 1.40 -3.14 1.45
H 2.09 -3.96 4.63
H 3.74 -3.40 4.53
H 2.84 -6.14 3.51
H 3.62 -5.81 4.98
H 4.91 -7.47 3.05
H 5.86 -6.89 4.41
H 6.61 -6.78 1.41
H 7.43 -7.73 2.69
H 9.19 -6.13 1.78
H 9.37 -4.75 2.72
H 8.32 -4.71 1.16
C -0.80 -1.91 -2.26
O -1.00 -2.65 -1.06
C -2.37 -2.78 -0.80
C -2.77 -2.89 0.61
N -2.39 -1.64 1.47
H -1.52 -1.31 1.14
H -3.14 -0.95 1.27
C -2.15 -1.90 2.95
C -3.45 -2.30 3.66
O -3.78 -3.68 3.35
C -4.52 -4.46 4.31
H -1.15 -0.89 -2.17
H -1.34 -2.38 -3.06
H 0.27 -1.92 -2.53
H -2.84 -3.68 -1.22
H -2.85 -1.89 -1.28
H -2.36 -3.78 1.07
H -3.87 -2.97 0.63
H -1.68 -0.97 3.28
H -1.40 -2.63 3.10
H -4.35 -1.74 3.28
H -3.40 -2.13 4.73
H -5.03 -5.27 3.78
H -5.16 -3.70 4.76
H -3.81 -4.81 5.05
C 3.40 8.83 -0.12
O 3.70 8.10 -1.30
C 3.96 6.69 -1.10
C 4.72 6.16 -2.33
N 3.92 6.54 -3.53
H 3.12 5.88 -3.69
H 3.48 7.43 -3.28
C 4.68 6.71 -4.79
C 3.98 7.67 -5.67
O 2.76 7.02 -5.88
C 2.08 7.44 -7.04
H 2.61 8.39 0.47
H 3.05 9.80 -0.43
H 4.26 8.87 0.55
H 2.96 6.15 -1.08
H 4.54 6.43 -0.19
H 4.76 5.09 -2.40
H 5.68 6.63 -2.35
H 4.86 5.73 -5.24
H 5.67 7.09 -4.47
H 4.54 8.05 -6.52
H 3.80 8.54 -5.04
H 2.14 8.54 -7.19
H 1.05 7.20 -6.97
H 2.43 6.92 -7.96
C -11.47 -1.03 -4.65
O -10.53 -0.57 -3.67
C -10.91 -0.77 -2.35
C -9.57 -1.15 -1.64
N -8.55 -0.04 -1.76
H -8.60 0.29 -2.74
H -9.00 0.74 -1.21
C -7.22 -0.46 -1.08
C -6.18 -1.02 -2.02
O -6.76 -1.98 -2.85
C -5.78 -2.77 -3.45
H -11.54 -2.15 -4.58
H -11.00 -0.77 -5.58
H -12.45 -0.52 -4.61
H -11.61 -1.63 -2.20
H -11.41 0.10 -1.83
H -9.25 -2.09 -2.13
H -9.71 -1.23 -0.57
H -7.44 -1.03 -0.18
H -6.66 0.46 -0.80
H -5.32 -1.45 -1.48
H -5.78 -0.19 -2.60
H -5.00 -2.23 -3.98
H -6.36 -3.36 -4.17
H -5.30 -3.37 -2.68
C 6.28 -1.85 -0.04
O 5.25 -1.47 0.85
C 4.42 -0.50 0.32
C 3.76 0.20 1.47
N 2.93 -0.71 2.29
H 1.99 -0.88 1.83
H 3.32 -1.66 2.26
C 2.67 -0.28 3.68
C 1.70 0.85 3.64
O 2.38 2.09 3.35
C 3.29 2.54 4.32
H 5.99 -2.64 -0.69
H 7.10 -2.28 0.52
H 6.72 -1.06 -0.67
H 3.70 -0.97 -0.40
H 5.02 0.18 -0.31
H 3.11 0.96 1.09
H 4.52 0.53 2.17
H 3.64 -0.03 4.16
H 2.20 -1.15 4.19
H 1.28 0.89 4.67
H 0.86 0.75 2.92
H 4.31 2.20 4.08
H 2.99 2.17 5.27
H 3.31 3.62 4.38
N 0.09 -2.68 5.55
O 0.31 -2.72 4.36
O 0.90 -3.23 6.31
O -1.00 -2.39 6.02
N 0.22 0.13 0.31
O 0.14 -0.83 1.14
O 1.32 0.70 0.16
O -0.80 0.47 -0.35
C 2.06 3.01 -5.61
F 2.78 1.93 -5.96
F 2.28 4.02 -6.47
F 0.77 2.71 -5.68
S 2.51 3.47 -3.84
O 3.94 3.65 -3.89
O 1.82 4.67 -3.59
O 1.92 2.28 -3.17
C -3.81 2.44 1.59
F -2.53 1.99 1.60
F -3.89 3.43 2.49
F -4.01 2.99 0.40
S -5.01 1.18 2.06
O -4.64 0.13 1.15
O -4.56 0.98 3.40
O -6.28 1.78 1.79

***

HOMO energy across the listed records, respectively: -6.9; -14.1 eV.
Kohn-Sham gap across the listed records, respectively: 8.9; 7.4 eV.